# 1
The following is a quantum chemistry calculation of a structure of composition C32H50ClO3PTc in a non-equilibrium geometry, from OMol25.

## Properties
- Total charge: 0
- Kohn-Sham gap (alpha / beta): 6.303 / 6.989 eV
- Spin multiplicity: 4
- <S²>: 3.85

Each line ends with the Mulliken spin population.
Geometry (Å):
Tc (-0.551427, -0.602663, -0.688642)  2.46
P (1.024232, 0.334275, -1.906845)  0.09
Cl (0.160672, -2.751789, -1.101963)  0.11
C (1.911516, 2.597330, 1.367358)  0.11
H (2.839279, 3.150752, 0.856373)  -0.01
H (2.041658, 1.570869, 1.811801)  0.00
C (0.255486, -0.471300, -3.389830)  0.05
C (2.682336, -0.498752, -1.599957)  -0.03
C (0.709224, 0.025816, -4.742599)  0.02
H (0.381638, -1.567893, -3.398935)  0.01
C (0.033728, -0.870205, -5.806538)  0.00
H (0.454655, 1.082603, -4.882957)  0.00
H (1.785699, -0.081181, -4.863714)  0.00
C (-1.502007, -0.905877, -5.613358)  0.01
H (0.309291, -0.537723, -6.828895)  0.00
H (0.407417, -1.901521, -5.655426)  0.00
C (-1.991516, -1.134107, -4.159071)  0.01
H (-1.931516, 0.039170, -5.979672)  0.00
H (-1.915314, -1.700340, -6.244432)  0.00
C (-1.241848, -0.185724, -3.239624)  -0.02
H (-3.085422, -0.968908, -4.079647)  0.00
H (-1.756638, -2.165820, -3.843187)  0.00
H (-1.432933, 0.856240, -3.518286)  -0.01
H (-1.684131, -0.322284, -2.179358)  -0.04
C (1.505342, 2.070772, -2.285312)  -0.01
C (3.735259, 0.343894, -0.855756)  0.01
H (2.281413, -1.289870, -0.937732)  -0.03
C (5.090643, -0.383469, -0.624271)  0.00
H (3.981430, 1.236319, -1.451168)  0.00
H (3.343851, 0.723385, 0.099169)  0.00
C (5.673064, -1.058026, -1.885615)  0.00
H (5.826137, 0.344374, -0.236984)  0.00
H (4.952235, -1.182627, 0.126323)  0.00
C (4.610232, -1.875520, -2.644315)  0.00
H (6.132614, -0.310408, -2.556529)  0.00
H (6.480445, -1.742506, -1.588238)  0.00
C (3.311186, -1.072753, -2.882706)  0.01
H (4.989720, -2.196205, -3.630998)  0.00
H (4.373884, -2.774992, -2.042583)  0.00
H (3.561873, -0.241934, -3.570627)  0.00
H (2.603559, -1.726420, -3.406107)  0.00
C (0.361053, 2.954675, -2.832013)  -0.02
H (1.828921, 2.411961, -1.280098)  -0.02
C (0.771363, 4.435470, -2.938140)  0.00
H (0.066211, 2.599934, -3.831101)  0.00
H (-0.552552, 2.878936, -2.236880)  0.02
C (1.991933, 4.650700, -3.847155)  0.00
H (-0.083163, 5.021179, -3.312479)  0.00
H (0.997064, 4.805185, -1.927851)  0.00
C (3.139537, 3.678965, -3.522400)  0.00
H (1.700634, 4.533006, -4.902576)  0.00
H (2.351498, 5.681324, -3.721207)  0.00
C (2.656371, 2.224941, -3.327785)  0.01
H (3.896887, 3.699943, -4.329946)  0.00
H (3.636247, 3.988575, -2.590831)  0.00
H (2.297608, 1.888305, -4.312785)  0.00
H (3.533109, 1.607453, -3.094816)  0.00
C (-0.814407, 1.343153, 0.033653)  0.21
C (0.700961, 3.162236, 1.370843)  -0.03
H (-0.616439, 2.222678, -0.759653)  0.02
C (-0.317947, 3.438583, 2.564390)  -0.03
H (0.097635, 3.608184, 0.375668)  0.00
C (-1.234330, 2.231484, 3.020580)  0.05
H (0.337150, 3.667192, 3.443430)  0.00
H (-0.880894, 4.396837, 2.387646)  0.00
C (-2.477585, 2.063934, 2.125179)  0.00
H (-0.656589, 1.266992, 3.035602)  -0.01
H (-1.569748, 2.446981, 4.065886)  0.00
C (-2.134537, 1.753398, 0.629388)  0.05
H (-3.150598, 1.298258, 2.587838)  0.00
H (-3.067728, 3.004395, 2.163876)  0.00
H (-2.902211, 1.015238, 0.351071)  0.01
H (-2.401584, 2.699314, 0.112174)  0.01
O (-0.472316, -2.127260, 4.389650)  0.00
C (-1.791963, -2.306317, 4.107285)  0.00
C (-2.578108, -2.829854, 5.155673)  0.00
C (-3.919180, -3.092907, 4.919700)  0.00
C (-4.461416, -2.855862, 3.659086)  0.00
C (-3.677089, -2.338242, 2.630314)  0.00
C (-2.354473, -2.019277, 2.805466)  0.01
C (-1.541379, -1.570119, 1.653824)  -0.04
O (-2.014755, -1.472023, 0.448087)  0.01
O (-0.357234, -1.173686, 1.916673)  0.02
H (-0.051294, -1.616921, 3.674885)  0.00
H (-2.148561, -3.032254, 6.128199)  0.00
H (-4.569988, -3.478061, 5.690583)  0.00
H (-5.489351, -3.060960, 3.395153)  0.00
H (-4.031147, -2.149909, 1.632510)  0.00

Forces on the atoms, in the same order (eV/Å):
Tc -1.4 1.6 3.8
P 3.4 0.3 -1.8
Cl 0.6 -1.2 -0.5
C 1.8 0.2 -0.7
H -2.3 -2.0 0.1
H 0.4 1.7 0.8
C 0.4 0.5 -0.1
C 0.0 -0.2 -0.1
C -0.2 -0.6 -1.1
H 0.2 0.5 0.5
C -0.3 0.0 0.3
H 0.0 -0.3 -0.1
H 0.0 0.1 0.1
C -0.2 0.0 -0.3
H -0.3 -0.3 0.5
H 0.0 0.4 -0.2
C 0.0 0.0 -0.4
H 0.1 -0.1 0.1
H 0.0 0.2 0.0
C -0.5 -0.4 0.1
H 0.6 -0.2 -0.2
H -0.2 0.3 -0.1
H -0.1 -0.1 0.3
H 0.0 0.2 -1.1
C -0.2 0.6 -0.6
C 0.4 0.3 0.0
H 0.8 -0.1 -0.3
C -0.3 -0.4 0.0
H -0.1 -0.2 0.3
H 0.1 -0.2 -0.2
C -0.2 0.0 -0.2
H -0.4 -0.3 0.0
H 0.0 0.4 -0.1
C -0.3 0.1 0.3
H -0.3 -0.1 0.2
H -0.1 0.3 0.0
C 0.3 -0.2 -0.2
H -0.1 0.0 0.5
H 0.0 0.3 -0.3
H -0.2 -0.4 0.3
H 0.1 0.1 0.1
C -0.2 0.3 -0.1
H -0.1 0.2 -0.4
C 0.0 -0.1 0.0
H 0.2 0.1 0.2
H 0.1 0.1 -0.1
C 0.1 -0.1 0.1
H 0.3 -0.1 0.1
H 0.0 0.0 -0.1
C -0.2 -0.1 0.4
H 0.0 0.0 0.2
H -0.1 -0.2 -0.2
C 0.3 0.0 -0.4
H -0.3 0.0 0.4
H 0.0 0.1 -0.2
H 0.0 0.0 0.4
H -0.5 0.3 -0.1
C -0.5 0.2 -3.0
C -3.8 2.1 -1.5
H 0.4 -2.1 2.5
C 1.0 -1.7 0.7
H 2.8 0.2 2.3
C 0.0 0.5 0.0
H -0.4 -0.2 -0.7
H 0.4 -1.1 -0.3
C 0.3 -0.2 0.9
H -0.3 1.0 0.0
H 0.2 -0.2 -0.7
C -1.5 1.2 0.2
H 0.7 0.3 -0.6
H 0.4 -0.5 -0.1
H 0.3 0.0 -0.2
H -0.1 -0.5 0.1
O -0.6 0.1 0.2
C 0.6 0.2 -0.4
C -0.1 0.3 -0.8
C -0.1 0.2 -0.6
C 0.0 0.3 -0.8
C -0.4 -0.1 0.3
C 0.7 -1.0 1.3
C 1.5 1.3 0.4
O -0.8 -0.4 1.9
O -1.1 -0.4 -0.8
H -0.2 -0.2 -0.5
H 0.2 0.1 -0.2
H 0.1 -0.1 0.2
H -0.1 -0.1 0.4
H -0.6 -0.1 -0.2

=====

# 2
The following is a quantum chemistry calculation of a structure of composition C32H50F3MgN2O2Se, from OMol25.

## Properties
- Total charge: -1
- Kohn-Sham gap: 6.950 eV

Each line ends with the Mulliken charge.
Geometry (Å):
Mg (-0.226938, -0.113065, 0.192987)  1.63
C (-1.225356, 7.566167, 1.520743)  -1.60
C (-1.905340, 6.865020, 0.336404)  1.97
C (-1.696684, 7.703341, -0.931686)  -1.72
C (-3.405703, 6.798587, 0.624145)  -2.04
C (-1.301643, 5.473897, 0.144465)  -0.77
C (-2.034187, 4.300139, 0.251425)  0.04
C (-1.426792, 3.066715, 0.088255)  -0.11
Se (-2.475764, 1.470124, 0.275279)  0.14
C (-2.393817, 1.302912, 2.199292)  0.20
C (-3.401615, 1.890176, 2.938238)  -0.55
C (-3.396956, 1.850297, 4.330828)  -0.37
C (-2.341666, 1.166270, 4.919315)  -0.29
C (-1.307497, 0.545790, 4.217116)  -0.08
C (-1.297617, 0.620732, 2.802633)  0.25
O (-0.337218, 0.109008, 2.086396)  -1.23
C (-0.237761, -0.177162, 5.060440)  2.07
C (0.872249, -0.874213, 4.261879)  -1.90
C (0.446478, 0.838021, 5.990515)  -1.70
C (-0.919928, -1.261811, 5.912849)  -1.77
C (-4.509165, 2.540488, 5.121302)  2.29
C (-4.531517, 4.037638, 4.778433)  -1.68
C (-4.314480, 2.399991, 6.630981)  -2.17
C (-5.868098, 1.928008, 4.754696)  -1.74
C (-0.045604, 2.912961, -0.201681)  1.07
O (0.484105, 1.726770, -0.353627)  -0.94
C (0.712688, 4.114149, -0.309040)  -0.33
C (0.054211, 5.327710, -0.136725)  -0.12
C (2.226237, 4.201588, -0.599397)  2.41
C (2.908581, 5.006739, 0.519782)  -1.93
C (2.436743, 4.922544, -1.939555)  -1.77
C (2.972693, 2.866054, -0.689776)  -2.10
H (-1.650721, 8.563353, 1.674233)  0.46
H (-1.361573, 6.985815, 2.436005)  0.33
H (-0.151662, 7.677509, 1.353822)  0.31
H (-2.135180, 8.699429, -0.811523)  0.47
H (-0.635429, 7.827280, -1.157194)  0.30
H (-2.165659, 7.219926, -1.791702)  0.35
H (-3.798558, 7.810160, 0.757440)  0.44
H (-3.951757, 6.329046, -0.197365)  0.38
H (-3.613831, 6.234395, 1.536076)  0.27
H (-3.094175, 4.318976, 0.470027)  0.35
H (-4.199764, 2.395787, 2.404873)  0.36
H (-2.310896, 1.105990, 5.999588)  0.18
H (1.452588, -0.160979, 3.677151)  0.19
H (1.538445, -1.369520, 4.977379)  0.57
H (0.472716, -1.618405, 3.574047)  0.32
H (0.937491, 1.618046, 5.403716)  0.33
H (-0.264673, 1.322572, 6.662329)  0.30
H (1.204777, 0.339577, 6.603617)  0.46
H (-1.439273, -1.976472, 5.270567)  0.38
H (-0.172486, -1.805319, 6.499880)  0.46
H (-1.650548, -0.840955, 6.606542)  0.31
H (-3.573209, 4.501191, 5.025277)  0.34
H (-4.712532, 4.197941, 3.713312)  0.35
H (-5.321194, 4.550241, 5.337827)  0.45
H (-3.375779, 2.853958, 6.958457)  0.37
H (-5.132816, 2.903358, 7.153254)  0.44
H (-4.313256, 1.352071, 6.940826)  0.39
H (-6.078777, 2.039275, 3.689155)  0.32
H (-5.881013, 0.860159, 4.985372)  0.36
H (-6.673859, 2.415304, 5.313572)  0.45
H (0.647697, 6.232808, -0.225119)  0.13
H (2.563871, 6.041525, 0.555058)  0.39
H (2.705232, 4.552676, 1.492100)  0.37
H (3.992172, 5.020491, 0.364454)  0.47
H (1.963824, 5.906276, -1.949966)  0.29
H (3.505619, 5.055765, -2.135219)  0.46
H (2.009081, 4.337856, -2.757634)  0.37
H (2.958019, 2.338317, 0.264660)  0.37
H (2.550458, 2.208203, -1.445545)  0.35
H (4.017453, 3.077668, -0.942360)  0.56
N (1.959337, -0.397855, 0.387259)  -0.22
C (3.115821, -0.672208, -0.477366)  -0.64
C (3.353779, -2.160841, -0.675150)  -0.67
C (2.531767, -2.779373, -1.792697)  -0.86
N (1.125430, -2.451791, -1.667016)  -0.29
H (1.849703, 0.618897, 0.459335)  0.29
H (2.115962, -0.751231, 1.326301)  -0.01
H (4.015073, -0.213660, -0.055115)  0.49
H (2.947357, -0.202018, -1.448754)  0.34
H (3.172135, -2.676694, 0.275928)  0.33
H (4.406924, -2.327610, -0.920898)  0.33
H (2.761453, -3.853281, -1.838866)  0.36
H (2.874884, -2.347319, -2.738634)  0.39
H (0.692601, -2.831947, -0.833959)  0.07
H (0.570296, -2.749236, -2.454490)  0.17
F (-1.135971, -2.904718, 0.778524)  -0.28
C (-1.557125, -1.887091, -0.103188)  -0.16
F (-1.724122, -2.597599, -1.288798)  -0.30
F (-2.862270, -1.678901, 0.290687)  -0.26

Forces on the atoms, in the same order (eV/Å):
Mg 0.0 0.1 -0.5
C 0.0 0.0 0.0
C 0.0 0.0 0.0
C 0.0 0.0 0.0
C 0.0 0.0 0.0
C 0.0 0.0 0.0
C 0.0 0.0 0.0
C 0.1 -0.1 0.0
Se -0.2 0.1 0.2
C 0.0 0.0 0.0
C 0.0 0.0 0.0
C 0.0 0.0 -0.1
C 0.0 0.0 0.0
C -0.1 0.0 0.2
C 0.2 -0.1 -0.2
O -0.3 0.2 0.3
C 0.0 0.0 -0.1
C 0.0 0.0 0.0
C 0.0 0.0 0.0
C 0.0 0.0 0.0
C 0.0 0.0 0.0
C 0.0 0.0 0.0
C 0.0 0.0 0.0
C 0.0 0.0 0.0
C 0.1 -0.2 0.0
O -0.2 0.0 -0.1
C 0.0 0.1 0.0
C 0.1 0.0 0.0
C -0.1 0.0 0.0
C 0.0 0.0 0.0
C 0.0 0.0 0.0
C 0.0 0.0 0.0
H 0.0 0.0 0.0
H 0.0 0.0 0.0
H 0.0 0.0 0.0
H 0.0 0.0 0.0
H 0.0 0.0 0.0
H 0.0 0.0 0.0
H 0.0 0.0 0.0
H 0.0 0.0 0.0
H 0.0 0.0 0.0
H 0.0 0.0 0.0
H 0.0 0.0 0.0
H 0.0 0.0 0.0
H 0.0 0.0 0.0
H 0.0 0.0 0.0
H 0.0 0.0 0.0
H 0.0 0.0 0.0
H 0.0 0.0 0.0
H 0.0 0.0 0.0
H 0.0 0.0 0.0
H 0.0 0.0 0.0
H 0.0 0.0 0.0
H 0.0 0.0 0.0
H 0.0 0.0 0.0
H 0.0 0.0 0.0
H 0.0 0.0 0.0
H 0.0 0.0 0.0
H 0.0 0.0 0.0
H 0.0 0.0 0.0
H 0.0 0.0 0.0
H 0.0 0.0 0.0
H 0.0 0.0 0.0
H 0.0 0.0 0.0
H 0.0 0.0 0.0
H 0.0 0.0 0.0
H 0.0 0.0 0.0
H 0.0 0.0 0.0
H 0.0 0.0 0.0
H 0.0 0.0 0.0
H 0.0 0.0 0.0
H 0.0 0.0 0.0
N 0.0 0.2 0.1
C -0.1 0.0 0.1
C 0.1 -0.1 0.1
C -0.1 0.1 -0.1
N -0.1 0.1 0.1
H 0.2 -0.1 0.1
H 0.0 0.0 0.0
H 0.1 0.0 0.0
H -0.1 0.0 0.0
H 0.0 0.0 -0.1
H 0.0 0.0 0.1
H -0.1 -0.1 0.0
H 0.0 0.0 0.0
H 0.1 -0.1 0.0
H 0.0 -0.1 0.0
F 0.1 0.0 -0.1
C 0.0 -0.2 0.1
F 0.1 0.0 -0.2
F 0.0 0.1 0.1

=====

Number 1: DFT total energy -64142.527 eV. Number 2: DFT total energy -120020.771 eV.